[1]
DFT (wB97M-V/def2-TZVPD) results for a cluster of 6 separate species, C5H23NO5S in total in a non-equilibrium geometry.

Geometry (Å):
C1 -1.3487 -1.5477 0.2993
C2 -0.5993 -1.8814 -1.0445
C3 -0.5580 -3.3558 -1.4345
S1 1.1118 -3.6720 -2.2134
C4 -0.6963 -1.7986 1.6519
N1 -0.0052 -0.6394 2.2550
C5 -0.8577 0.4668 2.7532
H1 -1.6826 -0.5001 0.0874
H2 -2.3618 -2.1796 0.3133
H3 -0.9366 -1.4808 -2.0105
H4 0.5166 -1.6064 -0.9871
H5 -1.3036 -3.6341 -2.1201
H6 -0.7685 -4.0149 -0.6551
H7 1.7597 -2.4223 -2.4324
H8 0.0447 -2.5606 1.5094
H9 -1.5015 -2.0646 2.3897
H10 0.6252 -0.1866 1.5339
H11 -0.2992 1.4509 2.8819
H12 -1.7246 0.4510 2.0682
H13 -1.2081 0.4259 3.8267
H14 0.0107 3.7286 1.2609
H15 -1.0439 3.4835 0.2434
O1 -0.3177 4.0766 0.4748
H16 2.5997 1.1775 1.5032
H17 2.2856 0.3407 2.8803
O2 2.9149 0.5352 2.0900
H18 -0.4719 0.7132 -3.9723
H19 0.2602 -0.4932 -4.3635
O3 0.1212 0.4002 -4.5814
H20 -0.9338 2.1322 -1.8263
H21 0.6388 2.3823 -1.6317
O4 -0.1747 1.9902 -1.1859
H22 1.4604 3.9016 0.4110
H23 2.3381 3.1906 -0.4666
O5 2.1062 3.1912 0.4918

Values from the calculation:
E_LUMO: -0.141 eV
SMILES: CNCCCCS.O.O.O.O.O
charge: 0
orbital gap: 8.74 eV
E_tot: -28118.0606 eV



[2]
DFT (wB97M-V/def2-TZVPD) results for the molecule C13H25BN2O4 in a non-equilibrium geometry.

Geometry (Å):
O1 1.0118 0.8077 0.4020
O2 -2.9782 0.1879 -1.9241
O3 4.3414 0.3851 -2.9000
O4 5.7089 -0.9536 -1.4250
B1 4.5339 -0.3341 -1.7455
C1 1.0038 0.1295 -0.6052
C2 -2.5914 0.5418 -0.8352
N1 -1.3458 0.3749 -0.3651
N2 2.1135 -0.3985 -1.2111
C3 -0.3094 -0.1537 -1.2090
C4 2.6677 -2.9766 2.2446
C5 3.5016 -0.5736 2.4930
C6 -5.6637 2.5500 -0.5191
C7 -6.0515 1.3784 0.3497
C8 -4.0725 2.6353 -0.4867
C9 -4.8666 0.3350 0.1757
C10 -3.5753 1.1980 0.0635
C11 2.7918 -1.5730 1.5443
C12 3.6282 -1.6294 0.2771
C13 3.4107 -0.4166 -0.6004
H1 3.4512 0.7048 -3.1146
H2 6.3021 -0.7843 -2.1733
H3 -1.0065 0.7139 0.5675
H4 2.0649 -0.9869 -2.0394
H5 -0.3746 0.3031 -2.1832
H6 -0.4366 -1.2174 -1.3289
H7 3.6606 -3.3933 2.4023
H8 2.1752 -2.8390 3.2207
H9 1.9677 -3.5831 1.6449
H10 3.4097 0.4821 2.2435
H11 3.1201 -0.6162 3.5193
H12 4.5664 -0.8243 2.5022
H13 -6.1870 3.4581 -0.2089
H14 -5.9474 2.3764 -1.5572
H15 -7.0016 0.9369 0.1059
H16 -6.1171 1.7525 1.3859
H17 -3.7878 3.4759 0.1426
H18 -3.7080 2.7973 -1.4965
H19 -4.9831 -0.2262 -0.7559
H20 -4.7887 -0.4184 0.9526
H21 -3.0386 1.3468 1.0051
H22 1.7832 -1.2196 1.2879
H23 4.6486 -1.7718 0.5296
H24 3.3920 -2.5242 -0.3143
H25 3.5764 0.5424 -0.0614

Values from the calculation:
E_LUMO: 0.150 eV
SMILES: CC(C)C[C@H](NC(=O)CNC(=O)C1CCCC1)B(O)O
charge: 0
orbital gap: 9.64 eV
E_tot: -25737.0090 eV



[3]
DFT (wB97M-V/def2-TZVPD) results for a cluster of 2 separate species, C9H11F3IO4PS in total.

Geometry (Å):
C1 -1.5827 2.7510 3.9809
C2 -1.0661 2.2727 2.6457
C3 0.1323 2.7595 2.1262
C4 0.6155 2.2907 0.9144
C5 -0.0741 1.3266 0.1781
C6 0.5059 0.8245 -1.1271
P1 1.1245 -0.9143 -0.9843
I1 -1.0458 -2.0425 -1.6498
C7 2.9336 -0.2956 -0.5342
F1 3.5286 0.4526 -1.5102
F2 3.7404 -1.3817 -0.3555
F3 3.0385 0.4306 0.6205
C8 -1.2874 0.8651 0.6857
C9 -1.7711 1.3311 1.9034
H1 -0.8712 2.4879 4.7675
H2 -2.5187 2.2493 4.2229
H3 -1.7208 3.8322 3.9928
H4 0.6858 3.5077 2.6835
H5 1.5512 2.6804 0.5320
H6 1.3398 1.4790 -1.3829
H7 -0.2374 0.8083 -1.9196
H8 1.1112 -1.5735 0.2497
H9 1.7086 -1.5541 -2.0854
H10 -1.8678 0.1338 0.1374
H11 -2.7118 0.9437 2.2781
O1 -2.4597 -4.8380 -3.6698
S1 -1.0518 -5.1401 -4.0798
O2 -0.9875 -6.4845 -4.7181
O3 -0.1781 -5.1084 -2.8629
O4 -0.5836 -4.0937 -5.0393

Values from the calculation:
E_LUMO: 3.741 eV
charge: -2
orbital gap: 3.23 eV
E_tot: -54077.6572 eV



[4]
DFT (wB97M-V/def2-TZVPD) results for a cluster of 8 separate species, C13H42N2O8 in total in a non-equilibrium geometry.

Geometry (Å):
C1 -1.3580 -0.0274 3.6459
C2 -1.0266 -1.1742 2.5967
C3 -2.2413 -2.1462 2.6021
C4 -3.4168 -1.6791 1.7177
C5 -2.8899 -1.3561 0.2997
C6 -1.6968 -0.3314 0.3581
N1 -0.6438 -0.7643 1.2627
O1 0.3650 0.1889 1.3519
C7 -1.1158 -0.2254 -1.0825
C8 -2.2330 1.0600 0.6867
C9 0.1215 -2.0439 3.1358
H1 -1.2770 -0.4673 4.6904
H2 -2.3507 0.3862 3.5395
H3 -0.5848 0.7610 3.5404
H4 -1.7755 -3.0162 2.1078
H5 -2.5145 -2.3836 3.7097
H6 -3.9446 -0.8436 2.1643
H7 -4.2008 -2.4541 1.7264
H8 -3.6819 -1.0478 -0.3226
H9 -2.5308 -2.3639 -0.1094
H10 -0.3605 0.5402 -1.1843
H11 -0.6142 -1.1811 -1.3867
H12 -1.9020 0.0018 -1.7927
H13 -2.6393 0.9991 1.6674
H14 -1.3762 1.7005 0.6834
H15 -2.8739 1.3990 -0.1558
H16 -0.2556 -2.6792 3.9965
H17 0.9721 -1.4819 3.4454
H18 0.3769 -2.6838 2.2516
H19 0.9429 -0.0767 0.6549
O2 1.3456 3.0313 1.0411
H20 1.0444 2.5245 1.8282
H21 1.7487 2.3499 0.4143
O3 -2.6284 4.3149 -1.5859
H22 -3.2011 5.0910 -1.3860
H23 -1.8839 4.5180 -0.9211
O4 -2.2081 2.8190 -3.7101
H24 -2.3994 3.4148 -2.9486
H25 -2.4772 3.3627 -4.5084
O5 -0.2549 4.8394 -0.6195
H26 -0.0011 4.3977 -1.4281
H27 0.1297 4.2136 0.0289
O6 0.3604 2.8632 -2.7069
H28 -0.3693 2.7262 -3.4018
H29 0.4069 2.1373 -2.1010
O7 3.1806 2.5317 -3.0530
H30 3.3833 2.7696 -3.9273
H31 2.3725 3.0103 -2.7976
C10 4.2512 -1.6823 -1.8180
C11 2.9178 -1.2345 -1.2912
C12 2.3865 -2.2904 -0.3781
O8 2.1762 -3.4687 -1.0727
C13 1.6973 -4.5079 -0.2530
N2 2.8557 0.0855 -0.6414
H32 4.6875 -0.8844 -2.5267
H33 4.1377 -2.6270 -2.3150
H34 5.0041 -1.8937 -1.0141
H35 2.2194 -1.2417 -2.1510
H36 1.4504 -1.9480 0.0486
H37 3.0948 -2.4636 0.4559
H38 0.8224 -4.1797 0.3007
H39 2.3825 -4.7215 0.5820
H40 1.4675 -5.3745 -0.8324
H41 3.0774 0.8199 -1.2578
H42 3.5490 0.0879 0.1458

Values from the calculation:
E_LUMO: 0.527 eV
SMILES: CC1(C)CCCC(C)(C)N1O.COC[C@H](C)N.O.O.O.O.O.O
charge: 0
orbital gap: 9.04 eV
E_tot: -33521.3554 eV



[5]
DFT (wB97M-V/def2-TZVPD) results for a cluster of 3 separate species, C2H9O3 in total.

Geometry (Å):
C1 -0.8164 -1.0996 -0.5505
O1 -0.0805 -0.0255 -1.0607
C2 -1.4002 -1.9016 -1.7164
H1 -0.1888 -1.7581 0.0657
H2 -1.6149 -0.7346 0.1133
H3 -0.7951 -1.6761 -2.6036
H4 -1.4083 -2.9672 -1.5149
H5 -2.4296 -1.6270 -1.9484
H6 1.0780 1.7065 1.7604
H7 -0.0525 1.8666 2.7572
O2 0.4804 2.4019 2.1678
H8 2.2638 0.2092 0.1891
H9 0.5513 0.2640 -0.3072
O3 1.6168 0.4251 0.8656

Values from the calculation:
E_LUMO: 4.127 eV
charge: -1
orbital gap: 8.22 eV
E_tot: -8363.0390 eV



[6]
DFT (wB97M-V/def2-TZVPD) results for a structure of composition CH5INP in a non-equilibrium geometry.

Geometry (Å):
C1 1.2545 0.4949 -0.0747
N1 0.0730 -0.2754 0.2573
P1 -1.1615 -0.4825 -0.8418
I1 -3.0574 0.6879 0.1805
H1 1.4103 0.4418 -1.1517
H2 1.1652 1.5440 0.2180
H3 2.1218 0.0648 0.4271
H4 -0.1153 -0.3492 1.2493
H5 -1.6905 -2.1264 -0.2641

Values from the calculation:
E_LUMO: 0.169 eV
charge: 0
orbital gap: 9.06 eV
E_tot: -19997.0351 eV



Question: Among the records above, which one has the highest E_LUMO?
Answer: C2H9O3